[1]
17
Properties=species:S:1:pos:R:3:forces:R:3 method="wB97M-V/def2-TZVPD" e_above_lowest_kj_mol=146.3 total_charge=0 smiles="N=[PH2][C@H]1C=CCC1" homo_ev=-9.0 gap_ev=10.065 multiplicity=1
N 2.12095 -0.71718 -0.96946 3.4 1.1 -0.4
P 1.94081 0.22703 0.28969 -2.0 -2.3 -0.1
C 0.21761 0.06758 0.75231 -0.7 1.0 -0.6
C -0.55554 1.22944 0.17300 1.9 3.4 1.9
C -1.60309 0.86088 -0.47704 -1.5 0.1 -1.0
C -1.56384 -0.59498 -0.75670 -0.1 0.7 1.5
C -0.65983 -1.14285 0.31979 2.1 0.1 -1.2
H 3.13777 -0.56398 -1.33573 -2.3 -0.6 0.5
H 2.37063 0.00293 1.59635 1.3 -0.2 0.2
H 1.94918 1.57910 0.25535 0.8 1.4 -0.3
H 0.16638 0.28766 1.80775 0.2 -0.5 0.7
H -0.27615 2.35845 0.41011 -0.6 -2.6 -0.4
H -2.38697 1.52669 -0.77553 -0.2 0.2 -0.5
H -1.03401 -0.71033 -1.65063 0.1 -0.5 -1.9
H -2.52738 -1.00944 -0.68207 -1.2 -0.9 -0.6
H -0.11221 -1.99532 -0.13486 0.0 0.5 0.9
H -1.18430 -1.40567 1.17765 -1.1 -0.9 1.4

---

[2]
17
Properties=species:S:1:pos:R:3:forces:R:3 method="wB97M-V/def2-TZVPD" e_above_lowest_kj_mol=399.1 total_charge=0 homo_ev="-5.4 / -9.8" gap_ev="6.113 / 6.668" multiplicity=3
C 0.75728 -1.29018 -0.15308 -1.5 4.0 -0.1
C -1.56046 -0.57939 1.30940 3.5 1.9 2.4
C 0.42529 0.55263 -2.06526 1.4 2.1 -6.1
C -0.96503 0.51374 0.39607 0.4 -2.2 -0.9
C 0.44881 0.11841 -0.11104 -1.0 -3.4 6.0
N 1.16642 -2.35488 -0.12697 0.7 -2.6 -0.2
P 1.88112 0.98642 0.44729 0.9 0.1 1.4
H -0.92334 -0.66613 2.28001 -1.1 0.2 -1.5
H -1.73695 -1.53518 0.99625 0.0 -2.4 -1.5
H -2.46163 -0.15729 1.53499 -2.7 0.8 1.2
H 1.21310 -0.00518 -2.55580 0.5 -0.2 0.6
H -0.47913 0.20721 -2.43624 -2.0 -0.7 -0.1
H 0.56021 1.62114 -2.17778 0.0 0.2 0.4
H -1.11506 1.41204 0.95781 1.0 0.9 0.2
H -1.70810 0.60840 -0.39303 0.2 0.1 -0.8
H 2.89695 -0.04497 0.22266 -0.8 0.7 0.2
H 1.60053 0.61319 1.87469 0.5 0.5 -1.2

---

[3]
17
Properties=species:S:1:pos:R:3:forces:R:3 method="wB97M-V/def2-TZVPD" e_above_lowest_kj_mol=432.5 total_charge=+1 smiles="C[C@H]1C=C1[C@@H]([NH3+])S" homo_ev=-13.3 gap_ev=9.593 multiplicity=1
C -1.86802 -1.38981 0.01581 -2.0 -2.0 -1.8
C -1.49457 -0.08537 -0.62539 -1.0 -0.9 3.7
C -1.08476 0.90302 0.53096 1.1 -1.4 -2.9
C -0.17850 0.28768 -0.17350 1.5 1.6 -1.2
C 1.25325 0.12479 -0.58386 0.2 0.7 1.5
N 2.04596 1.25862 0.12202 1.9 -0.1 -3.0
S 2.07454 -1.30461 0.19781 0.3 -1.3 -0.5
H -1.14694 -2.10309 -0.31749 0.5 -0.9 0.0
H -2.86785 -1.90759 -0.11963 0.8 1.1 -0.6
H -1.84001 -1.31142 1.04530 0.5 0.2 2.2
H -2.05698 0.16152 -1.46094 -0.3 1.2 -1.7
H -1.41315 1.55508 1.25714 -0.6 1.2 1.4
H 1.46233 0.21346 -1.70626 -0.4 -0.5 1.7
H 2.10198 2.05863 -0.51627 0.1 0.1 0.1
H 3.02799 0.88582 0.27198 -1.3 0.7 0.1
H 1.61417 1.59575 0.93811 -0.8 0.2 1.7
H 2.11079 -0.89028 1.49556 -0.5 0.1 -0.5

---

[4]
17
Properties=species:S:1:pos:R:3:forces:R:3 method="wB97M-V/def2-TZVPD" e_above_lowest_kj_mol=320.7 total_charge=+1 homo_ev=-14.3 gap_ev=9.390 multiplicity=1
C 0.63286 -0.11852 -0.82412 1.6 1.4 -0.1
C 1.34010 -1.06419 -1.40763 0.3 -1.1 -1.1
C -0.69957 -0.20416 -0.20978 0.2 -2.0 -0.2
C -0.77761 1.03258 0.49460 0.7 2.4 1.0
C -0.63233 -1.31677 0.85016 -0.9 -2.7 -0.1
N 1.14934 1.22720 -0.24058 -0.6 -2.8 -0.7
S -1.85723 2.21728 0.08301 -0.9 -0.1 -2.0
H 2.44620 -1.06703 -1.59093 -1.3 0.4 0.1
H 0.79232 -1.97746 -1.80282 0.8 1.1 0.8
H -1.51242 -0.23039 -0.90099 -0.6 -0.7 -0.6
H -0.40418 1.07670 1.48100 0.2 -0.1 1.1
H -0.69550 -2.38342 0.37395 0.0 2.1 0.7
H -1.42669 -1.26483 1.62161 0.2 0.1 -0.6
H 0.32036 -1.31992 1.39481 -0.1 0.3 -0.3
H 1.86279 0.86231 0.38287 0.4 0.9 0.3
H 1.55966 1.82180 -0.95558 0.0 0.1 0.1
H -2.09811 2.70883 1.25041 0.2 0.8 1.5

---

[5]
17
Properties=species:S:1:pos:R:3:forces:R:3 method="wB97M-V/def2-TZVPD" e_above_lowest_kj_mol=257.6 total_charge=+1 homo_ev="-11.4 / -14.1" gap_ev="8.178 / 5.874" multiplicity=3
C -1.74889 0.88652 -0.17861 -5.0 -6.7 -1.8
C 0.47913 0.36897 0.58436 -1.1 -3.7 -3.2
C 1.48896 -0.02704 -0.23071 -1.3 2.2 -1.1
C 2.89171 0.35684 0.00054 0.6 0.8 2.9
C -1.11619 -1.51434 -0.04673 -2.9 0.6 0.1
N -0.92762 -0.10472 0.13147 7.2 0.0 2.3
S -3.33605 0.17245 -0.32746 0.5 -0.4 0.0
H 0.58063 0.64979 1.56034 -0.1 1.0 2.5
H -1.73258 1.82340 -0.15441 1.3 7.5 0.5
H 1.15018 -0.01538 -1.27236 0.2 -1.3 -0.1
H 2.88141 0.58351 1.13694 0.8 0.0 -1.8
H 3.13315 1.24615 -0.57831 -0.3 0.4 0.1
H 3.78279 -0.25230 -0.19834 -0.9 -0.8 -0.1
H -0.31660 -1.98286 -0.54860 1.0 -0.4 -0.5
H -2.06061 -1.54047 -0.66253 1.2 -1.1 0.5
H -1.30993 -1.97990 0.94736 0.3 0.1 -0.7
H -3.83949 1.32936 -0.16296 -1.6 1.9 0.2

---

[6]
16
Properties=species:S:1:pos:R:3:forces:R:3 method="wB97M-V/def2-TZVPD" e_above_lowest_kj_mol=151.2 total_charge=0 smiles="C=C/C=C/C.O" homo_ev=-8.5 gap_ev=9.365 multiplicity=1
C -1.41224 -1.60321 0.69855 -1.1 -0.6 1.2
C -0.18647 -1.26580 0.32881 -0.3 0.3 -0.3
C 0.15666 -0.18748 -0.60590 -0.1 -0.2 0.1
C -0.66566 0.37642 -1.47549 -0.3 0.2 -0.8
C -0.25511 1.38768 -2.50454 -0.1 0.1 -0.1
H -1.61966 -2.40412 1.41665 0.6 0.0 -0.3
H -2.36890 -1.12020 0.49119 0.6 0.4 -0.6
H 0.64310 -1.82695 0.72747 0.1 -0.1 0.1
H 1.18489 0.13499 -0.61973 0.3 0.1 0.1
H -1.69200 0.04111 -1.59448 0.0 -0.1 0.4
H -0.70914 2.37611 -2.36834 0.0 -0.1 0.2
H -0.60963 1.06122 -3.48938 0.2 0.0 0.1
H 0.82837 1.51127 -2.53041 0.0 0.0 0.0
O 1.78065 0.81878 2.80099 0.0 0.0 -0.1
H 1.84043 0.73376 3.75732 0.0 0.0 0.0
H 2.53276 0.33060 2.44846 -0.1 0.0 0.1

---

[7]
16
Properties=species:S:1:pos:R:3:forces:R:3 method="wB97M-V/def2-TZVPD" e_above_lowest_kj_mol=529.1 total_charge=0 homo_ev=-9.3 gap_ev=9.833 multiplicity=1
O -1.31901 -1.55493 -1.38057 0.2 0.2 0.0
C -0.43383 -0.96333 -2.04359 -0.1 -0.1 -0.2
C 0.95134 0.17285 -0.81636 0.1 0.1 0.2
C 0.40593 0.28782 0.43922 0.1 0.0 -0.2
C 0.01963 1.36225 1.38014 -0.1 0.2 0.0
C 0.82341 0.15419 1.85400 0.1 -0.2 0.1
H -1.31654 -1.05932 -0.00021 0.1 0.0 -0.2
H -0.70112 -0.06787 -2.62355 0.0 -0.1 0.1
H 0.42302 -1.53373 -2.42890 -0.1 0.1 0.1
H 0.90267 1.02819 -1.48605 -0.1 -0.2 0.1
H 1.80335 -0.48900 -0.94969 -0.2 0.0 0.0
H -0.88902 -0.58897 0.53784 0.0 0.0 0.1
H 0.52184 2.32140 1.27784 0.0 -0.2 0.0
H -1.00946 1.43381 1.71944 0.2 0.0 0.0
H 1.88008 0.28175 2.08423 -0.2 0.0 -0.1
H 0.31145 -0.55335 2.49880 0.1 0.1 -0.1

---

[8]
16
Properties=species:S:1:pos:R:3:forces:R:3 method="wB97M-V/def2-TZVPD" e_above_lowest_kj_mol=46.4 total_charge=0 smiles="CC[C@@H](C)C=O" homo_ev=-9.8 gap_ev=10.830 multiplicity=1
C 2.06637 -0.29185 -0.36645 0.0 0.0 0.0
C 0.71409 -0.50450 0.31734 0.0 -0.1 0.1
C -0.57615 0.00827 -0.34782 -0.1 -0.1 0.1
C -1.75920 -0.46008 0.51870 0.0 0.0 -0.1
C -0.70572 1.51986 -0.39253 0.1 0.4 0.2
O -0.67991 2.22921 0.58696 0.2 -0.4 -0.3
H 2.34246 0.76357 -0.46577 -0.1 -0.1 0.0
H 2.83840 -0.76850 0.24939 -0.1 0.1 -0.1
H 2.12243 -0.75654 -1.35799 -0.1 0.1 0.1
H 0.56890 -1.58426 0.44342 0.0 0.1 0.1
H 0.75609 -0.07856 1.32866 0.0 0.0 -0.2
H -0.68075 -0.38035 -1.36722 0.2 0.0 0.1
H -1.64266 0.07294 1.46305 -0.3 -0.2 0.1
H -2.72890 -0.20688 0.07488 0.2 0.0 0.1
H -1.73053 -1.54227 0.69412 0.0 0.2 -0.1
H -0.90492 1.97995 -1.37874 0.1 0.0 -0.1

---

[9]
16
Properties=species:S:1:pos:R:3:forces:R:3 method="wB97M-V/def2-TZVPD" e_above_lowest_kj_mol=235.3 total_charge=0 homo_ev=-7.7 gap_ev=8.730 multiplicity=1
C -0.46151 -1.22194 1.45301 0.2 -0.4 0.2
C -0.41052 -0.56317 0.13198 0.4 -0.9 0.0
C 0.57345 0.20374 -0.34012 -0.5 -0.6 0.5
C 2.02545 0.05977 0.08039 -0.2 0.3 0.0
O 0.18574 1.10977 -1.28229 -1.7 0.0 0.2
C -1.34519 1.28393 -1.31742 1.1 0.5 -0.7
H 0.25725 -0.76876 2.14241 0.0 -0.2 -0.1
H -0.26911 -2.29045 1.36343 0.0 -0.2 0.3
H -1.45679 -1.09055 1.90167 0.2 -0.1 -0.1
H -1.16562 -0.81384 -0.60236 -0.5 0.3 0.5
H 2.27341 0.65013 0.96756 0.0 0.1 -0.1
H 2.21610 -0.99540 0.33177 -0.1 0.4 -0.1
H 2.72793 0.33720 -0.71314 -0.3 0.1 0.0
H -1.70175 0.71969 -2.18185 0.1 0.3 -0.1
H -1.38585 2.35119 -1.44459 -0.3 0.4 -0.6
H -2.06298 1.02868 -0.49045 1.7 0.0 -0.2

---

[10]
16
Properties=species:S:1:pos:R:3:forces:R:3 method="wB97M-V/def2-TZVPD" e_above_lowest_kj_mol=130.4 total_charge=0 smiles=CCC[C@H]1CO1 homo_ev=-10.2 gap_ev=11.352 multiplicity=1
C -0.13483 -0.44331 1.91392 -0.1 0.0 0.0
C 0.59662 -0.97107 0.67997 0.0 -0.1 0.0
C 0.97816 0.13502 -0.32276 0.0 0.1 0.0
C -0.00296 0.22546 -1.46696 0.1 -0.2 0.1
C -1.23887 1.00569 -1.38714 -0.3 0.0 0.2
O -0.12389 1.47256 -2.13265 0.1 0.2 -0.2
H -1.02314 0.13619 1.63746 0.1 -0.1 0.0
H 0.52001 0.21141 2.50052 -0.1 -0.1 -0.1
H -0.45965 -1.26199 2.56533 0.0 0.1 -0.1
H -0.03472 -1.71399 0.17433 0.1 0.1 0.1
H 1.49488 -1.50755 1.00515 -0.1 0.1 -0.1
H 1.97623 -0.04821 -0.73909 -0.1 0.0 0.0
H 1.02220 1.11145 0.17673 0.0 -0.1 -0.1
H -0.00050 -0.63288 -2.14463 0.0 0.1 0.1
H -2.10557 0.71201 -1.97901 0.1 0.0 0.1
H -1.46397 1.56920 -0.48117 0.1 -0.1 -0.1

---

[11]
16
Properties=species:S:1:pos:R:3:forces:R:3 method="wB97M-V/def2-TZVPD" e_above_lowest_kj_mol=479.4 total_charge=0 homo_ev=-8.0 gap_ev=8.848 multiplicity=1
C -1.55925 0.63784 -0.11761 0.0 0.0 0.0
C -0.58034 -0.09039 0.78085 -0.1 0.0 0.0
C -0.22652 -1.55948 0.58373 -0.2 0.0 0.0
O 1.09364 -1.33918 0.70115 0.2 -0.2 0.0
C 0.95165 0.11239 0.68506 0.1 0.3 0.0
C 1.50428 0.67497 -0.60044 0.0 0.0 0.0
H -1.68512 1.68064 0.19329 0.0 -0.1 0.0
H -2.54024 0.15522 -0.06492 0.1 0.1 0.0
H -1.23811 0.61330 -1.16249 0.0 0.0 0.1
H -0.89961 0.01036 1.82661 0.1 0.0 -0.1
H -0.55533 -1.68624 -1.22584 0.1 0.0 0.3
H -0.63353 -2.20268 -0.38865 -0.1 -0.1 -0.2
H 1.43819 0.54569 1.56581 -0.1 -0.1 -0.1
H 2.59071 0.55496 -0.63441 -0.1 0.0 0.0
H 1.26948 1.74092 -0.68284 0.0 -0.1 0.0
H 1.07010 0.15168 -1.45933 0.0 0.1 0.1

---

[12]
16
Properties=species:S:1:pos:R:3:forces:R:3 method="wB97M-V/def2-TZVPD" e_above_lowest_kj_mol=121.8 total_charge=0 smiles=C[C@H]1C[C@H]1CO homo_ev=-10.0 gap_ev=11.010 multiplicity=1
C -0.36179 -1.10992 1.47191 -0.1 0.0 0.0
C 0.54338 -0.00491 0.97688 0.0 0.0 0.1
C 1.49641 -0.30601 -0.14359 0.2 -0.1 -0.1
C 0.35634 0.65027 -0.37066 0.0 0.2 -0.1
C -0.80458 0.39892 -1.32622 0.1 -0.3 0.1
O -1.26427 1.62014 -1.88361 -0.2 0.2 0.2
H -1.28691 -0.72451 1.91643 0.1 0.0 -0.1
H -0.63647 -1.79286 0.65923 0.0 0.1 0.1
H 0.15567 -1.70479 2.23429 -0.1 0.1 -0.1
H 0.91797 0.64886 1.76375 -0.1 -0.1 -0.1
H 2.50494 0.09750 -0.10879 -0.2 -0.1 0.0
H 1.42854 -1.29944 -0.58593 0.0 0.2 0.1
H 0.65527 1.69561 -0.43260 0.0 -0.2 0.1
H -0.48913 -0.20539 -2.18193 0.0 0.1 0.1
H -1.63252 -0.13457 -0.83223 0.2 0.1 -0.1
H -1.58286 2.17110 -1.15692 0.0 -0.1 -0.2

---

Copy entry 12 word for word.
16
Properties=species:S:1:pos:R:3:forces:R:3 method="wB97M-V/def2-TZVPD" e_above_lowest_kj_mol=121.8 total_charge=0 smiles=C[C@H]1C[C@H]1CO homo_ev=-10.0 gap_ev=11.010 multiplicity=1
C -0.36179 -1.10992 1.47191 -0.1 0.0 0.0
C 0.54338 -0.00491 0.97688 0.0 0.0 0.1
C 1.49641 -0.30601 -0.14359 0.2 -0.1 -0.1
C 0.35634 0.65027 -0.37066 0.0 0.2 -0.1
C -0.80458 0.39892 -1.32622 0.1 -0.3 0.1
O -1.26427 1.62014 -1.88361 -0.2 0.2 0.2
H -1.28691 -0.72451 1.91643 0.1 0.0 -0.1
H -0.63647 -1.79286 0.65923 0.0 0.1 0.1
H 0.15567 -1.70479 2.23429 -0.1 0.1 -0.1
H 0.91797 0.64886 1.76375 -0.1 -0.1 -0.1
H 2.50494 0.09750 -0.10879 -0.2 -0.1 0.0
H 1.42854 -1.29944 -0.58593 0.0 0.2 0.1
H 0.65527 1.69561 -0.43260 0.0 -0.2 0.1
H -0.48913 -0.20539 -2.18193 0.0 0.1 0.1
H -1.63252 -0.13457 -0.83223 0.2 0.1 -0.1
H -1.58286 2.17110 -1.15692 0.0 -0.1 -0.2

---

Question: What is the multiplicity in the ninth record?
Answer: 1

---

Please write out number 4 again, unchanged.
17
Properties=species:S:1:pos:R:3:forces:R:3 method="wB97M-V/def2-TZVPD" e_above_lowest_kj_mol=320.7 total_charge=+1 homo_ev=-14.3 gap_ev=9.390 multiplicity=1
C 0.63286 -0.11852 -0.82412 1.6 1.4 -0.1
C 1.34010 -1.06419 -1.40763 0.3 -1.1 -1.1
C -0.69957 -0.20416 -0.20978 0.2 -2.0 -0.2
C -0.77761 1.03258 0.49460 0.7 2.4 1.0
C -0.63233 -1.31677 0.85016 -0.9 -2.7 -0.1
N 1.14934 1.22720 -0.24058 -0.6 -2.8 -0.7
S -1.85723 2.21728 0.08301 -0.9 -0.1 -2.0
H 2.44620 -1.06703 -1.59093 -1.3 0.4 0.1
H 0.79232 -1.97746 -1.80282 0.8 1.1 0.8
H -1.51242 -0.23039 -0.90099 -0.6 -0.7 -0.6
H -0.40418 1.07670 1.48100 0.2 -0.1 1.1
H -0.69550 -2.38342 0.37395 0.0 2.1 0.7
H -1.42669 -1.26483 1.62161 0.2 0.1 -0.6
H 0.32036 -1.31992 1.39481 -0.1 0.3 -0.3
H 1.86279 0.86231 0.38287 0.4 0.9 0.3
H 1.55966 1.82180 -0.95558 0.0 0.1 0.1
H -2.09811 2.70883 1.25041 0.2 0.8 1.5